(1)
This record from OMol25 describes a 12-piece molecular cluster, C34H53F15O38S7 overall at a distorted geometry. The level of theory is wB97M-V/def2-TZVPD.

The geometry in XYZ format:
```
147
Properties=species:S:1:pos:R:3
S -2.31611 -4.21006 2.53345
S 6.26178 3.40752 -2.20605
S 0.67445 1.10964 -0.46650
S -5.28732 0.85982 1.64409
S 2.82047 -1.51784 5.20657
S 4.45382 5.07563 1.83496
S -0.37122 2.95731 3.55644
F -7.06745 0.74412 -2.01119
F 6.68095 0.75143 6.22558
F 0.19116 4.75585 -1.65908
F 4.01016 -5.22784 0.35983
F -0.37897 5.68310 -3.50907
F 2.76814 -6.98829 -0.06941
F -4.00963 -1.25386 -7.01843
F -4.42214 -2.12317 -5.14404
F -0.19612 3.52633 -3.36573
F 7.96747 1.78933 4.86344
F -7.10855 -0.50698 -3.76212
F 3.67366 -5.91866 -1.69620
F -8.09508 -1.21020 -2.01174
F 7.55226 -0.25212 4.48771
F -3.17429 -3.12358 -6.39832
O -1.66693 -1.70388 -4.33099
O 0.01727 -0.45964 -0.40737
O 1.54540 1.23882 -1.62185
O 7.56505 3.18202 -2.74424
O -6.53938 0.12813 1.58093
O -0.83439 -4.80751 2.72538
O -2.70913 3.48673 -2.99877
O -3.05716 -4.52912 3.73684
O 3.79416 6.23819 0.82426
O 1.19140 2.39367 3.61136
O 5.08789 2.93027 -3.36666
O -5.18801 1.53746 3.09715
O 4.12548 5.43536 3.21289
O -2.24571 -2.85557 2.06805
O -4.94760 1.81019 0.61499
O 5.13123 2.56343 4.30878
O -0.53383 2.80488 5.23468
O 3.38552 3.88541 1.31970
O -2.63390 -5.36101 1.38269
O 2.48377 -2.62125 4.04290
O -5.71009 -2.32614 -1.24949
O 1.16614 1.44911 0.86939
O 1.49542 -4.42646 -1.82185
O 5.28259 0.62469 3.11470
O -2.59614 5.18159 -1.41673
O 5.80393 2.04036 -1.35761
O 5.86376 4.73539 1.47041
O -4.53186 -0.64720 -2.22342
O -1.74465 -0.20073 -6.01304
O 2.31868 -0.32502 4.13133
O 5.86948 4.61780 -1.51626
O -0.31573 4.41871 3.37574
O -0.83137 1.78434 -0.67826
O 1.79674 -1.66375 6.22914
O -4.16214 -0.25224 1.97066
O -1.29823 2.11910 2.79089
O 4.29299 -1.41755 5.47244
O 1.24825 -4.41685 0.42742
C -2.14954 -1.25689 -5.38476
C -1.77530 -6.50561 1.40805
C -5.63966 -1.18815 -2.01497
C -0.71735 0.58690 -5.35915
C 4.26938 0.99181 2.19188
C 4.22670 -0.15863 1.18209
C 0.07283 1.38326 -6.44762
C 0.43374 -3.48277 -2.09833
C 6.97756 0.87945 4.92388
C 2.67388 4.26852 0.15445
C -0.80008 -6.22973 2.52960
C -7.03003 -0.50552 -2.49266
C 4.92494 1.53561 -3.46707
C 0.68490 2.66152 5.92402
C -0.60363 4.61252 -2.75764
C -4.31566 2.14088 -4.00876
C 5.69534 1.45732 4.09284
C 4.97975 1.05386 -2.00420
C 3.08411 -5.76969 -0.54253
C 1.81574 -4.85506 -0.59552
C 3.11076 5.69731 -0.26982
C -2.10813 4.49632 -2.32454
C -4.40080 0.85400 4.07274
C -0.97203 -4.02544 -1.76000
C 1.25337 -2.27418 3.32415
C -4.58524 -4.47187 -1.77895
C -1.34548 -0.43308 -0.82901
C -1.85635 0.96424 -0.44749
C -3.90496 -0.40122 3.33847
C -4.11478 3.21608 -2.93764
C 1.76664 2.76997 4.80887
C 1.22292 -0.72254 3.40127
C -3.43577 -1.89720 -5.98478
C -4.60167 -3.23436 -0.94750
H -1.46354 -0.65497 -1.88963
H -1.07131 -6.93194 3.31791
H -3.96935 2.48134 -4.98459
H -1.93984 1.13598 0.62565
H -4.37937 2.75715 -1.98502
H 0.32513 -0.37492 3.91238
H -1.17508 -6.41896 0.50233
H 3.46545 -0.15417 0.40198
H 0.19583 -6.53892 2.21231
H -5.31833 1.72689 -3.90219
H 0.76119 1.66094 6.34958
H 3.93127 1.32849 -3.86433
H -3.98740 -5.29399 -1.38551
H 2.53347 2.01432 4.97932
H -1.04332 1.20697 -4.52408
H 3.02344 3.52881 -0.56578
H 0.72521 3.45786 6.66721
H -0.97406 -4.42764 -0.74692
H 2.19170 3.75478 4.61502
H -3.58994 -2.83535 -1.02027
H 3.99885 -1.11481 1.65317
H -0.04330 -0.17642 -4.97043
H -1.68076 -3.20975 -1.90298
H 0.58553 -3.15916 -3.12805
H -4.24035 -4.15320 -2.76262
H 3.98446 0.90932 -1.58394
H -3.61633 1.31048 -3.91148
H 1.39018 -0.11802 2.50982
H -0.60818 1.96285 -7.07084
H 2.23988 6.28142 -0.56726
H 3.79159 5.75978 -1.11874
H -4.62028 4.16431 -3.12046
H -2.84560 -0.53308 3.55863
H 5.74549 1.15653 -4.07626
H 5.44367 0.07697 -1.86797
H 3.31871 1.13979 2.70417
H 1.27696 -2.68421 2.31449
H -1.18840 -4.78733 -2.50887
H -2.33647 -7.43682 1.48578
H 4.57645 1.88465 1.64723
H -2.72029 1.25459 -1.04534
H -1.97340 -1.14034 -0.28716
H 5.17332 -0.25265 0.64995
H 0.54913 0.77780 -7.21876
H 1.59454 4.24862 0.30523
H 0.84841 1.95881 -5.94233
H -4.70060 -3.49020 0.10743
H -3.68280 1.65251 4.25973
H -4.93317 0.60437 4.99054
H -5.60963 -4.83738 -1.85054
H 0.33994 -2.66126 3.77572
H 0.62885 -2.53742 -1.59203
H -4.31036 -1.35050 3.68866
```

## Properties
energy relative to the best compared isomer or geometry (same formula, charge and spin) = 7.608 eV
total energy = -230521.057 eV
SMILES = CCOC(=O)C(F)(F)F.CCOC(=O)C(F)(F)F.CCOC(=O)C(F)(F)F.CCOC(=O)C(F)(F)F.CCOC(=O)C(F)(F)F.O=S1(=O)OCCO1.O=S1(=O)OCCO1.O=S1(=O)OCCO1.O=S1(=O)OCCO1.O=S1(=O)OCCO1.O=S1(=O)OCCO1.O=S1(=O)OCCO1
HOMO energy = -10.655 eV
gap between HOMO and LUMO = 10.4746 eV
largest force on an atom = 0.1382 hartree/bohr



(2)
This record from OMol25 describes C34H53N3O3PtS2Sb as an isolated structure at a distorted geometry. The level of theory is wB97M-V/def2-TZVPD.

The geometry in XYZ format:
```
97
Properties=species:S:1:pos:R:3
Pt 0.12891 -0.97247 0.14678
Sb -2.19631 -0.61782 -0.80595
S 4.55254 -0.08281 -0.71010
S 1.85827 0.89942 -1.51566
O 0.92960 -2.77642 1.73631
O 1.05926 -4.80324 3.24576
O -2.37850 -3.07796 1.02227
N 0.79304 1.87809 -0.89149
N 2.19643 -0.98765 0.27846
N 2.90980 -1.84929 1.00285
C -1.51276 -5.28616 0.83459
C -3.69528 -3.15257 -1.82999
C 0.74072 4.28819 -1.06022
C 4.53183 -5.45489 4.03991
C -3.28015 1.02022 0.20980
C -1.42613 0.01405 -2.78924
C -1.38752 3.84868 -2.30903
C 1.60066 2.13335 2.02145
C -0.52655 -1.12750 -3.26156
C -2.57572 -4.40552 2.98910
C 5.15972 -4.43334 3.33651
C -4.01325 -1.74031 -1.35025
C 3.08014 1.85739 2.30884
C 1.41795 3.29291 1.06712
C -4.92914 -1.01748 -2.34206
C 3.15459 -5.58054 3.99966
C 2.82689 -0.02795 -0.32142
C 3.31552 2.00055 -1.94864
C 4.40734 -3.55295 2.58202
C -2.22622 1.87026 0.90836
C 2.39403 -4.68688 3.25239
C -2.39923 0.40986 -3.89345
C 0.75717 3.54042 -3.56613
C -2.16438 -4.13476 1.56278
C 0.95840 5.54158 -0.49726
C 4.50691 1.71245 -1.05794
C 3.01712 -3.66561 2.51274
C 1.59007 4.57367 1.57928
C 1.03353 3.12243 -0.29410
C -4.26676 1.90389 -0.55077
C 0.06975 4.30574 -2.43409
C 1.39793 5.70000 0.80302
C 2.20979 -2.72304 1.71382
C 0.87464 2.34544 3.35477
H 4.87100 -2.75043 2.02522
H -4.80157 0.06236 -2.32307
H 1.55652 6.69288 1.20657
H 3.17451 1.00701 2.98738
H 1.16391 1.24412 1.55197
H -1.84596 0.77475 -4.76782
H 4.40766 2.23336 -0.10644
H -3.25596 -5.26031 3.01320
H -3.17837 -3.12787 -2.79231
H -3.83307 0.46035 0.97357
H -4.51241 2.77398 0.06933
H 0.19548 3.66923 -4.49489
H -2.67598 2.49957 1.68510
H -3.05948 -3.53244 3.42218
H -3.84078 2.27741 -1.48394
H 3.53051 1.79669 -2.99676
H 1.39825 3.06127 3.99448
H -1.47564 1.22761 1.37124
H -0.79205 0.86219 -2.53554
H 0.75827 6.42592 -1.09414
H 0.76000 -4.01228 2.66699
H -4.61925 -3.73019 -1.95231
H 2.64669 -6.36201 4.55047
H -1.11857 -1.99067 -3.58577
H 3.56031 2.72945 2.76244
H -1.92055 4.47078 -1.58772
H 0.05045 5.35739 -2.73837
H -2.99620 -0.44722 -4.21036
H 1.87916 4.69225 2.61724
H 6.23573 -4.31982 3.38044
H -3.06194 -3.66669 -1.11089
H 2.95943 3.02104 -1.82231
H -4.51126 -1.80106 -0.37829
H -1.42417 2.81396 -1.97292
H 3.61257 1.60953 1.39434
H -0.14262 2.70526 3.20331
H -1.69536 -4.66313 3.57402
H 0.12747 -1.45480 -2.44851
H -4.73224 -1.36008 -3.35846
H 5.11986 -6.15460 4.62115
H -2.28723 -5.95495 0.44860
H 1.76802 3.91471 -3.73842
H 5.44995 1.99305 -1.52593
H -1.71124 2.51931 0.20366
H -1.90048 3.92630 -3.27146
H -5.97774 -1.23603 -2.11654
H 0.82634 1.39572 3.89116
H -0.87614 -5.85082 1.51288
H -3.08160 1.20304 -3.57940
H 0.10848 -0.80981 -4.09680
H -0.92414 -4.90400 0.00195
H 0.79933 2.47729 -3.34744
H -5.20259 1.38998 -0.77135
```

## Properties
energy relative to the best compared isomer or geometry (same formula, charge and spin) = 1.946 eV
total charge = -1
total energy = -78184.647 eV
HOMO energy = -3.160 eV
gap between HOMO and LUMO = 5.5640 eV
largest force on an atom = 0.0332 hartree/bohr



> Among the records above, which one has the highest largest force on an atom?

C34H53F15O38S7



> Which of these has the lowest HOMO energy?

C34H53F15O38S7



> Look up the energy relative to the best compared isomer or geometry (same formula, charge and spin) of the second one.

1.946 eV



> The lowest gap between HOMO and LUMO belongs to which entry?

C34H53N3O3PtS2Sb